1.
Below is a 2-piece molecular cluster, C20H41BN2O5PS overall at a distorted geometry, with properties calculated with wB97M-V/def2-TZVPD.

## Properties
- LUMO energy: -0.165 hartree
- F_max: 4.3 eV Å⁻¹
- Total charge: +1
- Highest occupied orbital energy: -0.40245 hartree

```
71
Properties=species:S:1:pos:R:3:forces:R:3:mulliken_charge:R:1
C 3.937 -0.908 -0.280 0.4 -0.3 0.5 -0.932
C 3.302 -2.046 0.616 0.7 -0.1 -0.6 -0.381
C 2.295 -3.012 -0.154 -0.3 0.3 1.1 -0.775
C 0.847 -2.897 0.500 -0.7 -1.1 -0.4 -0.098
C -0.264 -2.350 -0.496 0.7 -0.4 -0.2 -1.393
C 0.231 -1.084 -1.352 -0.7 -0.2 0.8 0.486
C -0.850 0.120 -1.256 0.6 -1.1 0.1 -0.771
C -0.147 1.503 -1.336 -0.1 0.6 -2.1 0.306
C 0.187 1.910 -2.747 1.0 1.4 0.3 0.316
C -0.147 1.022 -3.996 0.7 0.6 0.2 -1.167
B -1.461 1.586 -4.786 -0.4 -0.8 -0.4 0.663
O -1.543 2.932 -5.224 -0.4 -1.5 1.6 -0.544
O -2.478 0.635 -5.028 0.7 2.2 0.9 -0.513
C 0.862 3.193 -3.010 -1.1 -1.1 4.0 -0.587
C 1.123 4.019 -1.798 -0.7 -1.5 -0.1 -0.867
C 0.751 3.587 -0.438 0.2 -0.6 -2.6 0.104
P 1.133 4.793 0.934 0.6 2.9 1.7 1.433
N 1.346 6.286 0.494 -0.5 -1.8 -0.9 -0.890
O 2.537 4.220 1.667 -2.9 -0.8 -1.3 -0.520
O -0.088 4.869 2.082 1.5 -1.5 -1.2 -0.586
N 0.154 2.320 -0.245 0.3 0.2 -1.9 1.267
C -0.164 1.850 1.145 -0.4 -1.1 2.2 -0.478
C 0.584 0.470 1.502 0.3 1.1 -0.9 -1.052
C -1.731 1.800 1.441 0.0 0.8 0.4 -1.353
C -2.605 2.782 0.546 -1.2 -0.9 0.5 -0.245
C -3.515 1.950 -0.476 -0.6 0.6 0.3 -0.974
H 4.363 -1.369 -1.212 -0.3 0.6 0.8 0.326
H 4.756 -0.405 0.318 -0.7 -0.5 -0.8 0.325
H 3.224 -0.090 -0.578 0.4 -0.8 0.2 0.044
H 4.138 -2.707 0.998 -0.8 1.0 -0.4 0.406
H 2.850 -1.554 1.521 0.2 -0.7 -0.9 0.226
H 2.636 -4.078 -0.012 -0.3 1.2 -0.2 0.403
H 2.297 -2.833 -1.269 -0.1 0.0 1.2 0.339
H 0.838 -2.309 1.467 0.3 -0.6 -1.2 0.236
H 0.541 -3.955 0.807 0.3 1.7 -0.4 0.318
H -1.220 -2.149 0.062 0.9 0.0 -0.5 0.360
H -0.494 -3.208 -1.199 0.2 1.1 0.6 0.364
H 1.205 -0.693 -0.960 -0.8 -0.6 -0.5 -0.513
H 0.359 -1.462 -2.398 0.0 0.8 0.8 0.496
H -1.564 -0.071 -2.113 0.7 0.9 0.9 0.818
H -1.431 -0.074 -0.325 0.6 0.6 -0.8 -0.304
H 0.713 1.157 -4.726 -0.8 -0.2 0.9 0.421
H -0.215 -0.070 -3.772 0.0 1.1 -0.1 -0.029
H -1.410 3.476 -4.425 0.2 0.2 -0.7 0.336
H -3.307 1.151 -4.940 0.2 -0.6 -0.8 0.317
H 1.151 3.561 -4.021 -0.3 -0.5 1.0 0.460
H 1.636 5.001 -1.992 -0.6 -1.2 0.7 0.374
H 1.183 6.347 -0.514 0.2 0.6 0.3 0.218
H 2.616 3.290 1.358 0.4 0.5 0.6 0.386
H -0.547 5.726 1.997 0.6 -0.2 -0.2 0.351
H 0.249 2.540 1.934 -0.3 -0.1 -1.5 1.113
H 1.089 0.527 2.508 -0.9 -0.1 -0.9 0.291
H -0.140 -0.378 1.421 1.0 0.6 0.1 0.185
H 1.430 0.397 0.755 -0.9 -0.4 0.9 0.000
H -2.145 0.746 1.428 0.6 1.2 -0.2 0.533
H -1.875 2.142 2.512 0.5 -0.5 -1.1 0.466
H -2.028 3.610 0.061 -0.4 -0.9 0.4 0.117
H -3.338 3.285 1.247 1.0 -0.4 -0.8 0.517
H -3.460 0.842 -0.274 0.1 1.2 -0.5 0.267
H -4.596 2.228 -0.286 1.2 -0.3 -0.3 0.336
H -3.318 2.205 -1.551 0.0 -0.5 0.9 0.114
C -0.957 -5.312 4.930 -0.1 0.1 0.0 -0.951
S -0.020 -6.089 3.601 0.0 -0.1 0.0 0.395
O 0.360 -5.013 2.635 -0.2 -0.2 0.2 -0.556
C -1.410 -6.987 2.887 -0.1 0.0 -0.1 -0.942
H -0.283 -4.664 5.491 0.0 -0.1 -0.1 0.309
H -1.771 -4.717 4.514 0.0 0.0 -0.1 0.298
H -1.353 -6.081 5.594 0.1 0.0 0.0 0.387
H -2.196 -6.288 2.598 0.1 0.0 0.0 0.297
H -1.792 -7.703 3.615 0.1 0.0 0.0 0.388
H -1.057 -7.522 2.005 0.1 0.1 0.1 0.312
```
Positions in Å, forces in eV/Å.

---

2.
Below is C20H41BN7O2S6Sr as an isolated structure, with properties calculated with wB97M-V/def2-TZVPD.

## Properties
- ΔE to the lowest compared entry with this formula, charge and spin: 22.71 kJ/mol
- LUMO energy: 0.070 hartree
- F_max: 0.8 eV Å⁻¹
- Total charge: -1
- Highest occupied orbital energy: -0.13546 hartree

```
78
Properties=species:S:1:pos:R:3:forces:R:3:mulliken_charge:R:1
Sr -0.590 -1.250 0.449 0.4 0.7 0.3 1.189
C 2.839 2.313 2.250 0.0 0.1 0.1 -0.614
C 2.461 2.901 0.898 0.0 0.0 -0.1 -0.826
N 1.082 2.608 0.553 0.0 0.0 0.1 0.814
C 0.662 3.080 -0.749 0.1 0.0 -0.1 -1.017
C -0.193 2.066 -1.498 -0.1 0.0 0.0 -0.260
N -1.254 1.430 -0.705 0.0 0.0 -0.1 0.571
C -2.328 2.351 -0.319 0.0 0.0 -0.1 -0.648
C -2.157 3.014 1.042 0.0 0.2 0.0 -0.551
C -2.523 2.134 2.228 -0.1 -0.1 0.1 -0.897
N -1.545 1.084 2.518 0.0 0.1 0.0 0.384
C -0.446 1.647 3.310 0.0 0.1 0.0 -0.785
C 0.643 0.634 3.585 0.1 -0.2 0.0 -0.974
N 1.397 0.261 2.384 -0.1 -0.2 0.0 0.487
C 2.763 0.791 2.351 0.0 0.1 0.0 -0.925
H 2.222 2.770 3.030 0.0 0.0 0.0 0.176
H 3.870 2.602 2.475 0.0 0.0 -0.1 0.486
H 3.164 2.530 0.132 0.0 0.0 0.0 0.325
H 2.582 3.990 0.930 0.0 0.0 0.0 0.484
H 0.894 1.619 0.679 0.0 0.0 0.0 -0.499
H 1.530 3.272 -1.397 0.0 0.0 0.0 0.425
H 0.133 4.039 -0.656 0.0 0.0 0.0 0.280
H 0.464 1.272 -1.853 0.0 -0.1 0.0 -0.365
H -0.623 2.563 -2.382 0.0 0.0 0.0 0.585
H -1.659 0.736 -1.325 0.0 0.0 0.0 0.097
H -3.269 1.786 -0.323 0.0 0.0 0.1 0.057
H -2.449 3.134 -1.084 0.1 0.0 0.0 0.381
H -2.813 3.891 1.066 0.0 0.0 0.0 0.492
H -1.138 3.392 1.145 0.0 -0.1 0.0 0.048
H -3.487 1.663 2.032 0.0 0.0 0.0 0.280
H -2.670 2.779 3.110 0.0 0.0 0.0 0.374
H -1.989 0.357 3.070 0.0 0.0 0.0 0.163
H -0.829 2.040 4.267 0.0 0.0 0.0 0.435
H -0.039 2.487 2.747 0.0 0.0 0.0 0.258
H 0.180 -0.272 3.982 0.0 0.0 0.1 0.405
H 1.315 1.019 4.364 0.0 0.1 0.0 0.315
H 1.488 -0.756 2.368 0.0 -0.1 0.0 -0.155
H 3.271 0.333 1.501 0.0 0.0 0.0 0.214
H 3.314 0.480 3.252 0.0 0.0 0.0 0.490
O 0.312 -7.424 4.083 0.0 0.0 0.0 -0.645
C 0.271 -6.306 3.619 0.0 0.1 0.0 0.571
S -0.960 -5.103 4.020 0.0 -0.2 0.0 -0.190
C -0.367 -3.799 3.004 -0.2 0.4 0.0 -0.038
C 0.742 -4.048 2.278 0.0 0.2 -0.1 0.001
S 1.630 -3.009 1.164 -0.2 -0.1 0.1 -0.483
S 1.431 -5.656 2.462 0.0 -0.2 0.0 -0.183
S -1.330 -2.312 3.102 0.2 -0.3 -0.1 -0.626
C -4.825 -2.212 1.799 -0.2 -0.1 0.0 -0.987
S -4.153 -0.875 0.833 0.1 -0.2 0.0 0.820
C -5.468 -0.671 -0.356 -0.2 0.0 0.0 -1.208
O -3.046 -1.499 0.033 0.1 0.2 -0.1 -0.726
H -5.084 -3.034 1.130 0.0 0.0 0.0 0.359
H -5.700 -1.862 2.348 0.0 0.0 0.0 0.405
H -4.020 -2.520 2.471 0.0 0.0 0.0 0.143
H -6.368 -0.305 0.140 0.0 0.0 0.0 0.400
H -5.652 -1.625 -0.850 0.0 0.0 0.0 0.382
H -5.126 0.058 -1.089 0.0 0.0 0.0 0.313
C 5.513 -0.465 -2.981 0.0 0.0 0.0 -0.982
N 4.171 -0.721 -3.425 0.0 -0.1 0.0 0.142
C 3.856 -0.902 -4.832 0.0 0.0 0.0 -0.612
C 2.349 -1.171 -4.798 -0.1 0.0 0.0 -0.575
N 1.985 -0.599 -3.511 0.0 0.0 0.0 0.262
C 3.054 -0.489 -2.695 0.0 0.0 0.1 0.059
S 2.988 -0.136 -1.063 -0.1 0.0 -0.1 -0.348
H 6.167 -1.292 -3.265 0.0 0.0 0.0 0.307
H 5.502 -0.370 -1.898 0.0 0.0 0.0 0.277
H 5.905 0.459 -3.421 0.0 0.0 0.0 0.307
H 4.425 -1.732 -5.253 0.0 0.0 0.0 0.373
H 4.097 0.004 -5.403 0.0 0.0 0.0 0.296
H 2.126 -2.240 -4.831 0.0 0.0 0.0 0.294
H 1.818 -0.685 -5.615 0.0 0.0 0.0 0.357
H 1.074 -0.744 -3.092 0.0 0.0 0.0 -0.156
B -2.235 -1.717 -4.358 0.1 0.1 0.1 0.451
C -1.373 -1.371 -3.072 0.0 0.0 -0.1 -0.396
N -0.725 -1.079 -2.155 -0.1 -0.3 -0.2 -0.553
H -2.494 -2.897 -4.326 0.0 0.0 0.0 -0.148
H -3.228 -1.018 -4.314 0.0 0.0 0.0 -0.172
H -1.538 -1.424 -5.312 0.0 0.0 0.0 -0.188
```
Positions in Å, forces in eV/Å.

---

3.
Below is the molecule C20H41N2O at a distorted geometry, with properties calculated with wB97M-V/def2-TZVPD.

## Properties
- LUMO energy (alpha / beta): 0.024 / -0.020 hartree
- F_max: 4.1 eV Å⁻¹
- Spin multiplicity: 2
- <S²>: 0.755
- Highest occupied orbital energy (alpha / beta): -0.33706 / -0.34314 hartree

```
64
Properties=species:S:1:pos:R:3:forces:R:3:mulliken_charge:R:1
C -0.982 -0.962 4.761 -0.6 0.6 -0.6 -0.720
C -2.088 -2.150 5.026 0.3 -0.4 0.3 -0.413
C -2.215 -3.242 3.802 0.3 0.5 -0.7 -0.479
C -3.418 -2.855 2.705 1.8 -0.7 -0.5 -0.694
C -2.694 -1.921 1.569 0.1 1.2 0.6 0.200
C -3.715 -1.076 0.605 0.6 -0.4 -1.2 -0.599
C -3.205 0.467 0.265 -0.7 0.0 -1.1 -0.905
C -1.623 0.550 -0.192 -0.5 0.4 0.9 1.085
C -1.074 2.122 -0.354 -1.2 -0.4 0.5 -0.673
C 0.209 2.451 0.637 -0.5 1.0 0.4 -0.329
C 1.482 3.159 -0.108 0.4 -0.1 1.1 -1.367
C 2.397 2.160 -1.039 0.3 1.1 -0.7 1.906
N 3.763 2.871 -1.164 -0.8 -1.1 0.5 -0.856
C 1.755 2.175 -2.538 0.3 0.3 0.0 -1.837
C 1.225 0.744 -3.113 -1.3 2.4 -2.4 1.171
C -0.242 1.078 -3.850 0.4 -1.3 -0.5 -1.205
C 2.225 0.316 -4.349 0.4 0.9 -0.5 -1.375
N 0.933 -0.325 -2.108 2.1 -2.0 -2.8 0.945
O 0.617 -1.462 -2.805 0.2 2.6 2.3 -0.553
C 2.008 -0.589 -1.103 0.9 -1.9 3.4 1.395
C 1.259 -1.435 0.134 -1.0 -0.9 -0.7 -1.109
C 3.210 -1.616 -1.612 0.1 -0.3 0.5 -1.201
C 2.713 0.696 -0.398 0.4 0.7 0.1 -1.721
H -1.569 -0.089 4.200 1.5 -1.6 1.3 0.149
H -0.107 -1.268 4.030 -1.7 0.3 1.6 0.130
H -0.525 -0.553 5.777 -1.1 -0.9 -2.2 0.314
H -3.149 -1.646 5.179 2.3 -1.1 -0.1 0.258
H -1.747 -2.716 6.014 -1.0 1.2 -2.1 0.268
H -1.180 -3.192 3.210 -2.2 -0.3 1.2 0.166
H -2.336 -4.350 4.161 0.1 2.2 -0.4 0.352
H -3.711 -3.869 2.170 0.1 2.2 1.2 0.276
H -4.316 -2.313 3.224 1.7 -1.1 -1.1 0.336
H -1.933 -2.537 0.907 -1.7 1.1 1.5 0.187
H -2.025 -1.131 2.165 -1.4 -1.6 -1.2 -0.317
H -4.823 -1.108 0.989 2.2 0.3 -0.6 0.359
H -3.719 -1.641 -0.446 -0.1 1.2 2.2 0.232
H -3.833 0.795 -0.695 1.2 -0.6 2.1 0.305
H -3.503 1.236 1.108 0.9 -1.6 -1.5 0.335
H -1.523 -0.071 -1.179 0.1 1.1 2.0 0.068
H -0.997 0.102 0.690 -1.1 0.5 -2.0 -0.942
H -0.898 2.395 -1.478 -0.1 -0.6 2.2 0.201
H -1.998 2.788 0.002 2.1 -1.3 -0.8 0.539
H 0.531 1.524 1.309 -0.7 1.8 -1.7 0.099
H -0.203 3.254 1.419 1.0 -1.7 -1.6 0.405
H 1.109 4.131 -0.689 0.9 -2.3 1.0 0.237
H 2.205 3.576 0.743 -1.5 -0.9 -1.6 0.320
H 4.119 2.876 -0.173 0.1 -0.1 -1.5 0.360
H 4.376 2.262 -1.778 -0.8 0.9 1.3 0.326
H 0.900 3.004 -2.548 1.8 -2.1 0.0 0.279
H 2.575 2.587 -3.303 -1.7 -1.0 1.7 0.333
H -0.360 0.258 -4.688 0.0 1.7 1.6 0.364
H -1.128 0.911 -3.095 1.8 0.6 -1.5 0.216
H -0.243 2.132 -4.369 0.0 -2.1 1.3 0.269
H 1.917 -0.660 -4.917 0.6 1.7 1.5 0.265
H 2.132 1.196 -5.152 0.1 -1.8 1.8 0.387
H 3.374 0.326 -4.033 -2.5 -0.3 -0.6 0.309
H 0.207 -1.840 -0.258 2.4 0.9 0.7 0.121
H 1.010 -0.763 1.059 0.8 -1.4 -1.7 -0.008
H 1.872 -2.417 0.408 -1.2 2.4 -0.3 0.322
H 2.764 -2.708 -1.571 1.0 2.3 -0.6 0.344
H 3.683 -1.324 -2.639 -1.2 -0.7 1.8 0.172
H 4.112 -1.620 -0.829 -2.2 0.2 -1.5 0.360
H 3.892 0.520 -0.473 -2.7 0.5 0.0 0.346
H 2.511 0.789 0.775 0.2 -0.5 -2.6 0.292
```
Positions in Å, forces in eV/Å.

---

4.
Below is a 2-piece molecular cluster, C20H41N2O overall at a distorted geometry, with properties calculated with wB97M-V/def2-TZVPD.

## Properties
- ΔE to the lowest compared entry with this formula, charge and spin: 31.47 kJ/mol
- LUMO energy: -0.108 hartree
- F_max: 1.8 eV Å⁻¹
- Total charge: +1
- Highest occupied orbital energy: -0.45078 hartree

```
64
Properties=species:S:1:pos:R:3:forces:R:3:mulliken_charge:R:1
C 8.435 -0.301 1.291 -0.3 0.3 -0.1 -1.123
C 8.175 1.129 0.823 -0.1 0.2 0.3 -0.632
C 6.697 1.509 1.009 0.1 -0.2 -0.4 -0.592
C 5.817 1.058 -0.179 0.1 -0.1 0.5 -0.642
C 4.481 0.385 0.216 0.3 0.1 -0.5 -1.053
C 3.243 1.095 -0.348 0.2 -0.2 0.5 -0.413
C 2.798 2.296 0.502 0.2 -0.1 -0.5 -0.814
C 1.298 2.566 0.428 0.1 -0.2 0.2 -1.071
C 0.469 1.470 1.126 0.3 0.2 0.1 0.177
C -0.797 1.997 1.825 0.2 -0.6 -0.4 -1.581
C -2.114 1.689 1.131 0.1 1.1 -0.1 0.144
C -2.257 1.821 -0.369 -1.6 -0.7 -0.5 -0.798
C -3.738 1.346 -0.589 0.3 -0.5 1.2 -0.603
C -4.071 0.466 0.657 -0.3 0.8 -0.2 -0.834
N -2.791 0.386 1.452 -0.3 -0.4 0.7 -0.077
C -2.033 -0.904 1.379 0.1 -0.2 -0.6 -0.703
C -1.858 -1.429 -0.026 0.3 -0.3 -0.8 -0.352
N -0.880 -1.085 -0.752 -0.2 0.1 0.5 -0.285
H 9.488 -0.567 1.262 0.1 -0.1 -0.1 0.367
H 7.856 -0.996 0.683 0.1 -0.2 0.0 0.282
H 8.081 -0.402 2.317 0.1 -0.1 0.1 0.303
H 8.458 1.253 -0.223 0.1 0.0 -0.1 0.339
H 8.791 1.824 1.396 0.1 0.0 0.0 0.345
H 6.609 2.583 1.169 -0.1 0.1 0.0 0.352
H 6.343 1.005 1.909 0.0 0.1 0.2 0.276
H 6.414 0.351 -0.755 -0.1 0.0 -0.2 0.418
H 5.614 1.905 -0.833 0.1 0.1 -0.1 0.412
H 4.489 -0.636 -0.167 0.0 -0.1 0.1 0.381
H 4.432 0.314 1.303 -0.2 0.0 0.1 0.467
H 2.432 0.367 -0.418 -0.1 0.0 0.0 0.164
H 3.498 1.417 -1.358 -0.3 0.0 -0.1 0.379
H 3.340 3.180 0.161 0.0 0.1 0.1 0.374
H 3.103 2.119 1.535 -0.1 0.1 0.1 0.443
H 1.102 3.532 0.896 -0.1 0.1 0.0 0.464
H 0.998 2.625 -0.620 0.0 0.2 0.0 0.292
H 1.106 0.994 1.874 0.0 0.0 0.0 0.622
H 0.227 0.702 0.396 -0.1 -0.1 0.1 -0.148
H -0.746 3.083 1.876 0.0 0.1 0.1 0.578
H -0.833 1.646 2.858 -0.1 0.0 0.1 0.295
H -2.832 2.420 1.518 -0.1 -0.1 0.2 0.385
H -1.648 1.140 -0.948 0.6 0.4 0.1 0.277
H -2.214 2.854 -0.696 0.6 0.0 0.0 0.613
H -3.891 0.763 -1.488 0.0 0.3 -0.3 0.247
H -4.399 2.203 -0.511 -0.2 0.0 -0.5 0.368
H -4.746 1.036 1.293 0.0 -0.1 0.1 0.428
H -4.562 -0.489 0.493 0.5 -0.3 -0.2 0.517
H -3.062 0.442 2.432 0.1 0.1 0.1 0.435
H -1.065 -0.784 1.857 0.0 0.2 0.0 0.453
H -2.630 -1.631 1.926 0.0 0.0 0.2 0.419
H -2.583 -2.159 -0.393 -0.3 0.0 0.3 0.426
H -0.916 -1.550 -1.657 0.0 -0.1 -0.1 0.261
C -5.594 -3.700 -3.213 0.0 -0.2 0.1 -0.646
C -6.916 -3.871 -2.467 0.0 0.1 0.0 -0.570
C -6.458 -3.890 -1.014 0.0 -0.1 0.0 -0.450
O -5.289 -3.054 -0.950 0.0 0.1 0.0 -0.369
C -4.844 -2.768 -2.277 0.1 0.2 0.0 -0.124
H -5.701 -3.295 -4.217 0.0 0.0 0.0 0.363
H -5.077 -4.659 -3.285 0.0 0.0 0.0 0.284
H -7.563 -3.010 -2.647 0.0 0.0 0.0 0.259
H -7.462 -4.769 -2.746 0.0 0.0 0.0 0.356
H -6.181 -4.899 -0.695 0.0 0.0 0.0 0.273
H -7.209 -3.503 -0.325 0.0 0.0 0.0 0.266
H -5.075 -1.719 -2.500 0.0 0.0 -0.1 0.148
H -3.760 -2.902 -2.327 0.0 0.0 0.0 0.226
```
Positions in Å, forces in eV/Å.